C46H48As2Ge2NSTi | wB97M-V/def2-TZVPD

Properties
2S+1 ... 2
Net charge ... +4
Total energy ... -318592.685 eV
HOMO energy (spin up / spin down) ... -18.30 / -18.30 eV
Gap between HOMO and LUMO (spin up / spin down) ... 6.27 / 6.60 eV
Energy relative to the best compared isomer or geometry (same formula, charge and spin) ... 5.46 kcal/mol

Cartesian coordinates (Å):
As1 0.178 -0.894 2.513
As2 -0.662 -2.787 -0.209
Ge1 0.182 1.935 -2.216
Ge2 0.017 1.867 -4.751
Ti1 -0.350 -0.203 -0.041
S1 1.394 -0.620 -1.555
N1 3.749 0.305 -2.406
C1 1.877 1.502 -5.221
C2 5.060 0.263 -0.041
C3 1.600 2.786 -1.224
C4 3.705 -0.053 -0.089
C5 -1.004 -3.747 -2.885
C6 1.651 -0.091 3.448
C7 3.046 -0.024 -1.300
C8 0.539 -3.451 1.188
C9 -2.949 -1.235 -0.074
C10 -1.277 -4.718 -3.837
C11 5.056 0.618 -2.389
C12 -4.829 -1.399 1.403
C13 -2.622 -0.815 5.594
C14 -2.578 1.626 -1.720
C15 -1.529 -1.127 4.798
C16 2.769 -0.816 3.849
C17 -3.825 2.886 -0.102
C18 -2.666 3.108 0.634
C19 3.470 4.160 0.327
C20 -2.957 -2.894 1.687
C21 2.702 3.153 0.909
C22 -1.374 1.851 -1.003
C23 -2.311 0.431 3.128
C24 3.758 -0.186 4.595
C25 -3.556 0.119 5.160
C26 -1.407 -6.395 -2.105
C27 -1.449 2.621 0.184
C28 -1.383 -0.508 3.559
C29 2.514 1.877 4.525
C30 3.630 1.154 4.934
C31 -3.400 0.743 3.929
C32 -0.938 -4.116 -1.545
C33 -3.778 2.151 -1.284
C34 2.390 3.786 -1.792
C35 -4.207 -2.447 2.081
C36 -0.613 3.687 -5.043
C37 -4.209 -0.792 0.326
C38 5.746 0.605 -1.199
C39 3.319 4.472 -1.016
C40 -1.209 0.439 -5.217
C41 0.312 -2.853 2.568
C42 1.778 2.481 0.131
C43 -2.326 -2.290 0.602
C44 -1.137 -5.434 -1.143
C45 1.523 1.257 3.779
C46 -1.477 -6.036 -3.446
H1 5.581 0.231 0.907
H2 -0.556 2.905 0.727
H3 -2.736 -1.287 6.560
H4 6.799 0.845 -1.187
H5 2.274 4.056 -2.835
H6 2.881 -1.866 3.605
H7 -1.565 -7.423 -1.809
H8 0.629 1.813 3.502
H9 -0.934 -0.498 -4.731
H10 -4.399 0.368 5.788
H11 -2.556 1.079 -2.657
H12 0.551 -4.542 1.197
H13 -1.690 3.742 -4.894
H14 5.509 0.856 -3.342
H15 -4.718 -2.934 2.901
H16 2.818 2.907 1.957
H17 -1.153 0.285 -6.296
H18 -4.126 1.475 3.598
H19 -1.330 -4.451 -4.883
H20 -4.722 -0.021 -0.227
H21 -4.762 3.312 0.231
H22 2.004 1.604 -6.300
H23 3.175 -0.333 0.814
H24 -4.676 2.009 -1.870
H25 -0.121 4.410 -4.394
H26 1.157 1.709 0.615
H27 -2.237 0.695 -4.970
H28 -2.191 0.937 2.173
H29 1.139 -3.146 3.218
H30 -0.608 -3.184 3.048
H31 -0.838 -2.718 -3.187
H32 3.273 0.296 -3.303
H33 3.912 5.260 -1.459
H34 -2.702 3.708 1.533
H35 2.126 0.469 -4.966
H36 4.183 4.709 0.929
H37 1.525 -3.143 0.817
H38 -1.092 -5.722 -0.098
H39 -2.505 -3.737 2.195
H40 4.618 -0.750 4.929
H41 -0.397 3.972 -6.074
H42 -5.818 -1.082 1.703
H43 -2.537 -0.896 -1.037
H44 -0.794 -1.836 5.162
H45 4.391 1.633 5.534
H46 2.408 2.915 4.810
H47 -1.688 -6.790 -4.192
H48 2.560 2.201 -4.738